8
Properties=species:S:1:pos:R:3 method="wB97M-V/def2-TZVPD" homo_energy_ev=-9.25 lumo_energy_ha=-0.0197 orbital_gap_ev=8.7091 de_lowest_kj_mol=69.6 charge=0 molar_mass_g_mol=213.86
C 0.93 -0.22 -0.33
C -0.50 0.06 0.05
C -1.00 1.03 0.75
O -1.44 1.77 1.52
Br -2.02 -0.87 -0.77
Br 1.43 -2.20 -0.22
H 1.06 0.17 -1.27
H 1.55 0.26 0.29